# C4H10N2

One molecule with the formula C4H10N2 at a distorted geometry (ωB97M-V/def2-TZVPD, the OMol25 dataset).

The SMILES is CC/C(N)=C/N. The value obtained for the HOMO energy is -6.748 eV. Its gap between HOMO and LUMO is 7.90 eV. The energy above the lowest of the compared OMol25 structures with the same formula, charge and spin is 35.8 kcal/mol. As for the net charge: 0.

Last column: natural (NBO) charge in e.
Atoms and positions in Å:
C  -0.046  -1.119  -1.917  -0.6149
C  0.534  0.091  -1.184  -0.4155
C  0.311  0.308  0.333  0.1012
C  -0.962  0.487  0.736  -0.1127
N  -1.308  1.053  1.993  -0.8375
N  1.383  0.054  1.183  -0.8334
H  0.697  -1.724  -2.409  0.2117
H  -0.607  -1.712  -1.157  0.2133
H  -0.827  -0.793  -2.600  0.2061
H  1.633  -0.026  -1.240  0.1871
H  0.348  0.998  -1.760  0.2130
H  -1.844  0.217  0.143  0.1909
H  -0.604  0.797  2.666  0.3495
H  -2.263  1.000  2.292  0.3791
H  2.310  -0.076  0.827  0.3920
H  1.244  0.445  2.093  0.3702

# C26H51BrNO11P

A 3-piece molecular cluster, C26H51BrNO11P overall (ωB97M-V/def2-TZVPD, the OMol25 dataset).

The SMILES is CCOP(=O)(CCC(=O)O[C@](CCCN)(CCCC(=O)O)C[C@H](C)Br)OCC.CCOC(C)=O.CCOC(C)=O. The value obtained for the HOMO energy is -9.317 eV. Its gap between HOMO and LUMO is 9.58 eV. As for the net charge: 0.

Last column: Löwdin charge in e.
Atoms and positions in Å:
C  -1.264  5.435  -0.742  -0.0649
C  0.101  4.910  -1.164  -0.2430
O  -0.083  3.613  -1.789  -0.2152
P  1.170  2.645  -1.900  0.4788
O  2.485  3.308  -1.823  -0.2503
C  0.915  1.424  -0.601  -0.1797
C  -0.556  1.089  -0.330  -0.1026
C  -0.719  0.362  0.989  -0.4581
O  -0.402  0.922  2.011  0.1334
O  -1.391  -0.812  1.033  0.0288
C  -0.864  -2.053  0.459  -0.3937
C  0.616  -2.223  0.795  -0.1024
C  1.057  -1.957  2.251  -0.1635
C  2.305  -1.064  2.387  -0.2727
N  3.386  -1.792  3.078  -0.0177
C  -1.021  -2.018  -1.076  -0.1428
C  -2.378  -1.549  -1.602  -0.1587
C  -2.355  -1.392  -3.137  -0.0903
C  -2.732  -2.679  -3.834  -0.5176
O  -3.725  -3.306  -3.573  0.1168
O  -1.882  -3.129  -4.785  0.1152
C  -1.824  -3.117  1.041  -0.1439
C  -1.368  -4.561  1.238  -0.6963
C  -0.404  -4.820  2.400  -0.1370
Br  -0.702  -5.438  -0.387  0.7269
O  0.825  1.950  -3.289  -0.1842
C  1.337  0.642  -3.609  -0.2714
C  2.847  0.573  -3.694  -0.0683
H  -2.045  4.949  -1.328  0.0785
H  -1.462  5.237  0.312  0.0746
H  -1.339  6.507  -0.914  0.0747
H  0.579  5.572  -1.885  0.1155
H  0.757  4.803  -0.301  0.1165
H  1.472  0.526  -0.878  0.0825
H  1.404  1.830  0.286  0.1116
H  -0.989  0.564  -1.178  0.0931
H  -1.113  2.021  -0.221  0.1268
H  0.940  -3.215  0.479  0.1020
H  1.166  -1.529  0.154  0.0984
H  0.238  -1.482  2.792  0.1098
H  1.284  -2.889  2.762  0.0814
H  2.031  -0.149  2.918  0.1016
H  2.687  -0.789  1.403  0.0991
H  3.056  -2.067  3.997  0.0611
H  4.160  -1.160  3.254  0.0599
H  -0.840  -3.017  -1.469  0.0696
H  -0.240  -1.381  -1.505  0.0908
H  -3.138  -2.299  -1.390  0.1115
H  -2.671  -0.598  -1.163  0.1101
H  -1.388  -1.012  -3.477  0.0989
H  -3.111  -0.655  -3.421  0.1338
H  -1.181  -2.486  -4.932  0.1013
H  -2.123  -2.768  2.032  0.1225
H  -2.747  -3.140  0.462  0.1148
H  -2.265  -5.129  1.463  0.0543
H  0.628  -4.939  2.074  0.0602
H  -0.480  -4.018  3.131  0.0756
H  -0.684  -5.752  2.892  0.0800
H  0.904  0.407  -4.582  0.1191
H  0.944  -0.090  -2.899  0.0821
H  3.334  0.957  -2.797  0.0689
H  3.211  1.119  -4.563  0.0836
H  3.136  -0.475  -3.810  0.0841
O  -3.921  -4.338  2.856  0.1051
C  -4.723  -4.255  3.748  -0.5038
O  -4.654  -3.188  4.560  0.0102
C  -5.632  -2.913  5.570  -0.2320
C  -5.345  -3.652  6.859  -0.0621
C  -5.742  -5.338  4.007  0.0197
H  -6.636  -3.112  5.193  0.1120
H  -5.559  -1.838  5.727  0.1242
H  -5.397  -4.732  6.725  0.0690
H  -6.069  -3.368  7.623  0.0825
H  -4.346  -3.406  7.217  0.0844
H  -5.266  -6.116  4.603  0.0981
H  -6.028  -5.765  3.049  0.0935
H  -6.638  -5.002  4.519  0.0705
O  6.026  8.545  -1.268  0.1010
C  5.821  7.702  -2.097  -0.5346
O  4.908  6.749  -1.834  0.0027
C  4.484  5.786  -2.810  -0.2372
C  5.411  4.594  -2.875  -0.0662
C  6.599  7.657  -3.393  0.0088
H  4.353  6.263  -3.783  0.1113
H  3.503  5.460  -2.474  0.0942
H  6.415  4.878  -3.195  0.0666
H  5.020  3.855  -3.574  0.0759
H  5.487  4.131  -1.892  0.0839
H  7.539  7.140  -3.208  0.0937
H  6.820  8.680  -3.685  0.0885
H  6.084  7.165  -4.213  0.0661

# C22H16Cl3F3GeHfN4O2

C22H16Cl3F3GeHfN4O2 as an isolated structure (ωB97M-V/def2-TZVPD, the OMol25 dataset).

The value obtained for the HOMO energy (spin up / spin down) is -15.934 / -16.832 eV. Its multiplicity is 2. Its gap between HOMO and LUMO (spin up / spin down) is 6.13 / 6.73 eV. The energy above the lowest of the compared OMol25 structures with the same formula, charge and spin is 0.0 kcal/mol. As for the net charge: +3.

Last column: Löwdin spin population.
Atoms and positions in Å:
Hf  1.379  2.553  1.734  0.0219
C  -7.907  -4.132  -0.649  0.0002
O  -6.638  -4.812  -0.882  0.0024
C  -5.563  -4.184  -1.207  0.0027
C  -5.506  -2.768  -1.446  0.0026
C  -4.321  -2.199  -1.756  0.0100
C  -3.132  -3.005  -1.838  0.0347
C  -3.220  -4.431  -1.653  0.0025
C  -4.401  -5.004  -1.346  0.0005
N  -1.936  -2.529  -2.100  0.1916
N  -1.649  -1.350  -2.418  0.3621
C  -0.806  -0.452  -1.893  -0.0154
C  -0.663  0.750  -2.598  0.1531
C  0.021  1.835  -2.049  -0.0246
C  0.592  1.729  -0.806  0.1262
O  1.159  2.805  -0.169  0.0345
C  0.629  0.469  -0.130  0.0080
N  1.358  0.393  1.033  0.0293
C  1.494  -0.795  1.620  -0.0116
C  0.912  -1.952  1.110  0.0354
C  0.127  -1.870  -0.019  -0.0144
C  -0.045  -0.638  -0.674  0.0365
H  -8.523  -4.871  -0.153  0.0001
H  -8.336  -3.857  -1.609  0.0001
H  -7.752  -3.270  -0.005  0.0000
H  -6.411  -2.180  -1.415  0.0006
H  -4.258  -1.141  -1.976  0.0024
H  -2.318  -5.017  -1.770  0.0010
H  -4.512  -6.069  -1.198  -0.0001
H  -1.116  0.829  -3.577  0.0056
H  0.108  2.762  -2.599  -0.0036
H  2.097  -0.831  2.519  -0.0010
H  1.081  -2.894  1.611  0.0019
H  -0.341  -2.762  -0.412  0.0009
Cl  1.120  4.853  2.459  0.0008
Ge  -1.376  4.744  1.374  0.0006
Cl  -2.389  5.364  3.119  0.0001
Cl  -0.974  2.160  2.279  0.0000
F  7.933  3.747  -0.204  0.0000
C  7.790  3.311  1.048  0.0000
F  8.455  2.163  1.182  0.0000
F  8.293  4.210  1.885  0.0000
C  6.311  3.068  1.329  0.0003
C  5.591  2.233  0.480  0.0000
C  4.256  2.032  0.729  0.0007
N  3.621  2.618  1.777  0.0009
C  4.334  3.418  2.600  0.0002
C  5.678  3.658  2.410  0.0000
H  6.065  1.752  -0.364  0.0000
H  3.665  1.388  0.092  0.0003
H  3.809  3.869  3.433  0.0000
H  6.215  4.303  3.091  0.0000

# C43H41IN2O3SSbSiTl

C43H41IN2O3SSbSiTl as an isolated structure (ωB97M-V/def2-TZVPD, the OMol25 dataset).

The value obtained for the HOMO energy is -8.272 eV. Its gap between HOMO and LUMO is 8.33 eV. The energy above the lowest of the compared OMol25 structures with the same formula, charge and spin is 11.9 kcal/mol. As for the net charge: 0.

Last column: Löwdin charge in e.
Atoms and positions in Å:
Tl  -0.046  -0.313  -0.425  0.7598
C  -7.728  1.993  -0.725  -0.0480
C  -6.242  2.148  -0.862  -0.2687
C  -5.408  1.037  -0.913  -0.0295
C  -4.039  1.181  -1.043  -0.0473
C  -3.487  2.450  -1.115  -0.2750
C  -4.299  3.570  -1.069  -0.0438
C  -5.669  3.412  -0.944  -0.0295
S  -1.740  2.650  -1.338  0.6048
O  -1.447  4.027  -1.042  -0.2849
O  -1.400  2.117  -2.624  -0.2898
N  -1.077  1.667  -0.230  -0.1898
C  -1.263  1.884  1.117  -0.4172
C  -1.823  3.018  1.726  -0.0002
C  -1.933  3.026  3.095  -0.0521
C  -1.491  1.939  3.847  -0.0674
C  -0.951  0.874  3.163  -0.1737
N  -0.841  0.845  1.837  0.0177
H  -8.007  0.947  -0.615  0.0744
H  -8.239  2.388  -1.602  0.0846
H  -8.099  2.536  0.142  0.0824
H  -5.836  0.046  -0.847  0.1132
H  -3.402  0.307  -1.082  0.1097
H  -3.853  4.550  -1.127  0.1139
H  -6.303  4.287  -0.902  0.1170
H  -2.136  3.857  1.133  0.0976
H  -2.362  3.889  3.585  0.1121
H  -1.565  1.919  4.922  0.1007
H  -0.594  0.004  3.700  0.0480
I  0.404  -2.296  2.314  1.0635
C  0.825  -3.752  0.891  -0.6308
C  1.319  -4.928  1.387  -0.1683
C  1.585  -6.010  0.535  -0.0755
C  1.330  -5.883  -0.793  -0.0344
C  0.821  -4.679  -1.330  -0.1581
C  0.575  -4.623  -2.721  -0.0261
C  0.096  -3.493  -3.294  -0.0435
C  -0.126  -2.359  -2.488  -0.1352
C  0.098  -2.359  -1.138  -0.2202
C  0.564  -3.548  -0.494  -0.2267
H  1.496  -5.028  2.445  0.0824
H  1.976  -6.929  0.942  0.1066
H  1.512  -6.704  -1.471  0.1137
H  0.781  -5.504  -3.312  0.1152
H  -0.089  -3.430  -4.355  0.1171
H  -0.446  -1.459  -2.987  0.0463
O  1.116  0.510  -2.145  -0.4909
Si  1.306  0.871  -3.697  0.4525
C  2.871  -0.036  -4.261  -0.2199
C  3.681  0.424  -5.298  -0.1013
C  4.802  -0.279  -5.710  -0.0888
C  5.138  -1.473  -5.089  -0.0988
C  4.354  -1.948  -4.051  -0.0902
C  3.238  -1.231  -3.643  -0.1051
C  1.664  2.692  -3.979  -0.2191
C  0.836  3.532  -4.715  -0.0827
C  1.140  4.875  -4.881  -0.0841
C  2.284  5.405  -4.308  -0.0961
C  3.128  4.585  -3.575  -0.0893
C  2.818  3.243  -3.421  -0.1099
C  -0.064  0.348  -4.897  -0.2126
C  -1.368  0.030  -4.522  -0.1276
C  -2.321  -0.372  -5.446  -0.0785
C  -1.990  -0.453  -6.790  -0.0967
C  -0.704  -0.133  -7.193  -0.0889
C  0.241  0.253  -6.256  -0.0863
H  3.451  1.366  -5.777  0.1016
H  5.420  0.108  -6.509  0.0988
H  6.012  -2.027  -5.410  0.0974
H  4.613  -2.876  -3.554  0.0990
H  2.641  -1.598  -2.815  0.0925
H  -0.071  3.137  -5.150  0.1025
H  0.477  5.512  -5.452  0.0996
H  2.519  6.453  -4.432  0.0974
H  4.027  4.989  -3.129  0.0986
H  3.497  2.609  -2.862  0.0912
H  -1.666  0.128  -3.481  0.0763
H  -3.323  -0.609  -5.118  0.1001
H  -2.729  -0.760  -7.518  0.0977
H  -0.432  -0.192  -8.239  0.0996
H  1.242  0.477  -6.597  0.0940
C  2.430  2.939  0.273  -0.2680
Sb  2.529  0.821  0.397  1.3477
C  4.260  0.467  -0.776  -0.2730
C  3.432  0.642  2.330  -0.3171
H  3.427  3.350  0.408  0.0160
H  1.766  3.323  1.042  0.0088
H  2.039  3.217  -0.701  -0.0012
H  5.042  1.139  -0.434  0.0160
H  4.030  0.646  -1.821  -0.0186
H  4.589  -0.563  -0.665  0.0151
H  4.340  1.237  2.364  0.0047
H  3.673  -0.399  2.528  -0.0053
H  2.746  0.991  3.096  -0.0019